# 1
The following is a DFT calculation (the ωB97M-V functional and the def2-TZVPD basis) of a cluster of 2 separate species, C4H8Br2Si in total at a distorted geometry.

ORCA input file:
```
! RIJCOSX wB97M-V def2-TZVPD def2/J DEFGRID3
* xyz 0 1
C 0.9216 -0.9977 -2.4477
C 0.1064 -0.0736 -2.0437
C 0.7511 1.2792 1.4472
C -0.2173 0.1489 1.5172
Si -1.4123 -0.3565 0.1613
Br -1.8246 -2.5764 0.4671
Br -3.3341 0.6340 0.4222
H 1.6032 -1.0196 -3.3224
H 0.8220 -1.9898 -2.0145
H -0.1652 0.7462 -2.6457
H 0.3225 2.2365 1.6397
H 1.4592 1.2114 2.2093
H 1.3789 1.3842 0.5049
H -0.7571 0.1675 2.4605
H 0.3459 -0.7942 1.6447
*
```

Results
HOMO-LUMO gap: 8.60 eV
total energy: -5594.70781 a.u.
energy above the lowest of the compared OMol25 structures with the same formula, charge and spin: 2.1404 eV

***

# 2
The following is a DFT calculation (the ωB97M-V functional and the def2-TZVPD basis) of the ion C4H8BrN2S with charge +1 at a distorted geometry.

ORCA input file:
```
! RIJCOSX wB97M-V def2-TZVPD def2/J DEFGRID3
* xyz 1 1
C -0.0600 0.1953 0.3301
C 0.2695 -1.4978 -1.5379
C 1.5041 -0.8456 -1.9585
C -0.8356 1.8530 1.9830
N -0.8583 0.6167 1.2887
N -0.4266 -0.8912 -0.4143
S -0.3758 -2.7248 -2.2937
Br -2.1681 -0.6148 2.0485
H 0.9012 0.6801 0.2133
H 2.4472 -1.1255 -1.4639
H 1.3714 0.2032 -1.7095
H 1.7020 -1.0512 -3.0228
H -1.7423 2.5114 1.9810
H -0.5320 1.5800 3.0184
H 0.0513 2.5333 1.5512
H -1.2482 -1.4220 -0.0137
*
```

Results
HOMO-LUMO gap: 7.37 eV
total energy: -3238.60318 a.u.
SMILES: CC(=S)/[NH+]=C/N(C)Br
energy above the lowest of the compared OMol25 structures with the same formula, charge and spin: 1.9778 eV

***

# 3
The following is a DFT calculation (the ωB97M-V functional and the def2-TZVPD basis) of a cluster of 2 separate species, C4H8BrOP in total at a distorted geometry.

ORCA input file:
```
! RIJCOSX wB97M-V def2-TZVPD def2/J DEFGRID3
* xyz 0 1
C -0.2303 -1.0569 -2.8657
C -0.7049 -0.8270 -1.5337
C 0.6214 -0.1390 2.8936
C -0.7505 0.4576 -1.0473
O -0.9286 0.7369 0.2360
P 1.6713 0.1280 1.2964
Br 2.0562 2.3129 1.0497
H -0.3692 -1.9156 -3.5138
H -0.1664 -0.1986 -3.5483
H -0.6543 -1.6846 -0.8713
H 0.6000 -1.2922 2.9167
H -0.3371 0.3039 2.6261
H 1.0372 0.2289 3.8158
H -0.9117 1.2455 -1.6973
H -0.9329 1.7002 0.2433
*
```

Results
HOMO-LUMO gap (alpha / beta): 6.44 / 8.25 eV
total energy: -3147.69613 a.u.
energy above the lowest of the compared OMol25 structures with the same formula, charge and spin: 3.0283 eV

***

# 4
The following is a DFT calculation (the ωB97M-V functional and the def2-TZVPD basis) of an isolated molecule of C4H8BrOP at a distorted geometry.

ORCA input file:
```
! RIJCOSX wB97M-V def2-TZVPD def2/J DEFGRID3
* xyz 0 1
C -1.9086 0.8453 -0.9998
C -1.2249 0.6103 0.1140
C 0.7595 -1.8104 -0.2572
C 0.1927 0.9614 0.4703
O 0.5112 0.5640 1.7698
P 1.1061 -0.0860 -0.7691
Br 3.1378 0.1231 0.1600
H -2.9128 0.6166 -1.5221
H -1.1911 1.2395 -1.7335
H -1.6120 0.0902 0.9137
H 1.1088 -2.4990 -0.9585
H -0.4130 -1.8476 -0.2917
H 1.0104 -2.1257 0.8019
H 0.3132 2.0627 0.2641
H 1.1226 1.2556 2.0380
*
```

Results
HOMO-LUMO gap: 9.62 eV
total energy: -3147.77044 a.u.
SMILES: C=C[C@@H](O)P(C)Br
energy above the lowest of the compared OMol25 structures with the same formula, charge and spin: 1.0063 eV

***

# 5
The following is a DFT calculation (the ωB97M-V functional and the def2-TZVPD basis) of an isolated molecule of C4H8Cl2N2O at a distorted geometry.

ORCA input file:
```
! RIJCOSX wB97M-V def2-TZVPD def2/J DEFGRID3
* xyz 0 1
C -1.0702 -0.8587 0.4226
C 1.1176 0.1943 0.4759
C -0.2644 0.1805 -1.6904
C -0.2765 0.3715 -0.1285
N -1.4013 -0.7987 1.7139
N -0.7982 1.5945 0.4238
O -1.2347 -1.8340 -0.2422
Cl -0.0228 3.0091 -0.1725
Cl -2.5356 1.7159 0.0735
H 1.6713 -0.7624 0.1543
H 1.2081 0.3456 1.6000
H 1.6839 1.0729 0.0340
H 0.3203 0.7633 -2.3359
H -1.2761 0.2367 -2.0250
H -0.0723 -0.9735 -1.6894
H -1.3248 0.1379 2.2237
H -2.1192 -1.4129 2.0497
*
```

Results
HOMO-LUMO gap: 9.75 eV
total energy: -1262.27741 a.u.
SMILES: CC(C)(C(N)=O)N(Cl)Cl
energy above the lowest of the compared OMol25 structures with the same formula, charge and spin: 0.0000 eV

***

# 6
The following is a DFT calculation (the ωB97M-V functional and the def2-TZVPD basis) of an isolated molecule of C4H8ClF at a distorted geometry.

ORCA input file:
```
! RIJCOSX wB97M-V def2-TZVPD def2/J DEFGRID3
* xyz 0 1
C 1.1885 -0.8116 -0.1610
C 0.0249 -0.0268 0.3216
C 0.1092 1.4210 -0.0424
C -1.2241 -0.6249 -0.0956
H 1.8088 -0.1685 -0.7442
H 1.8726 -0.9860 0.5384
H 1.0447 -1.9265 -0.4318
H 1.0551 1.9678 0.2978
H 0.0568 1.6205 -1.1454
H -0.8364 1.9580 0.2143
H -1.1966 -1.5685 0.4103
H -1.1835 -0.7577 -1.2650
F 0.1832 -0.0511 1.7392
Cl -2.9032 -0.0456 0.3638
*
```

Results
HOMO-LUMO gap: 11.73 eV
total energy: -717.22236 a.u.
SMILES: CC(C)(F)CCl
energy above the lowest of the compared OMol25 structures with the same formula, charge and spin: 1.4134 eV

***

# 7
The following is a DFT calculation (the ωB97M-V functional and the def2-TZVPD basis) of an isolated molecule of C4H8ClF at a distorted geometry.

ORCA input file:
```
! RIJCOSX wB97M-V def2-TZVPD def2/J DEFGRID3
* xyz 0 1
C -1.0119 1.2390 0.0766
C -0.9546 -0.1934 0.3396
C 0.2389 -0.9206 -0.2314
C 1.5454 -0.2306 -0.1533
H -0.1974 1.7124 0.5398
H -0.9238 1.5711 -0.9362
H -1.8427 1.7375 0.5689
H -0.8388 -0.3769 1.4586
H 0.1505 -1.2339 -1.2534
H 1.8981 0.1339 0.7415
H 2.4025 -0.7617 -0.4593
H 1.6098 0.6048 -0.8435
F 0.3444 -2.1953 0.2944
Cl -2.4203 -1.0862 -0.1424
*
```

Results
HOMO-LUMO gap: 11.68 eV
total energy: -717.24683 a.u.
SMILES: C[C@@H](F)[C@@H](C)Cl
energy above the lowest of the compared OMol25 structures with the same formula, charge and spin: 0.7477 eV

***

# 8
The following is a DFT calculation (the ωB97M-V functional and the def2-TZVPD basis) of a cluster of 2 separate species, C4H8ClF2N in total at a distorted geometry.

ORCA input file:
```
! RIJCOSX wB97M-V def2-TZVPD def2/J DEFGRID3
* xyz 0 1
C -1.1140 -1.8519 0.1973
C -0.9174 -0.5610 -0.5481
C 2.4606 0.3181 0.0776
C -1.4824 0.6171 0.2584
N 2.2726 1.5844 -0.1495
F -1.6541 1.8379 -0.4601
F -0.5999 0.9261 1.2906
Cl 4.1660 -0.1403 0.1514
H -1.1483 -1.6882 1.2350
H -2.0786 -2.4349 -0.2310
H -0.2029 -2.3611 -0.0218
H 0.0769 -0.4546 -0.8418
H -1.5354 -0.5567 -1.3512
H -2.5396 0.4261 0.5237
H 1.3718 1.9741 0.0149
H 2.9248 2.3649 -0.1453
*
```

Results
HOMO-LUMO gap: 9.96 eV
total energy: -871.80432 a.u.
energy above the lowest of the compared OMol25 structures with the same formula, charge and spin: 2.4623 eV

***

# 9
The following is a DFT calculation (the ωB97M-V functional and the def2-TZVPD basis) of an isolated molecule of C4H8ClN at a distorted geometry.

ORCA input file:
```
! RIJCOSX wB97M-V def2-TZVPD def2/J DEFGRID3
* xyz 0 1
C 1.0321 -0.0107 -0.6207
C -0.3382 0.3288 -0.1841
C -1.0403 -0.4522 0.9215
C -1.5075 -0.4410 -0.5521
H 2.0217 -0.1646 1.0954
H 2.0356 1.3952 0.5299
H 1.2254 0.1876 -1.6726
H 1.1032 -1.1228 -0.5450
H -1.6919 0.2264 1.5523
H -0.6818 -1.3203 1.4099
H -2.3087 0.1713 -0.9153
H -1.4341 -1.3195 -1.2107
N 2.1328 0.4463 0.2156
Cl -0.5482 2.0755 -0.0240
*
```

Results
HOMO-LUMO gap: 10.64 eV
total energy: -672.11172 a.u.
SMILES: NCC1(Cl)CC1
energy above the lowest of the compared OMol25 structures with the same formula, charge and spin: 0.6805 eV

***

# 10
The following is a DFT calculation (the ωB97M-V functional and the def2-TZVPD basis) of a structure of composition C4H8ClN2O2S at a distorted geometry.

ORCA input file:
```
! RIJCOSX wB97M-V def2-TZVPD def2/J DEFGRID3
* xyz 1 3
C 0.6439 0.0434 -1.5516
C -1.3728 0.1723 -0.2654
C 0.7180 -1.4306 -1.7039
C -0.3918 1.2102 1.7205
N -0.2545 0.6769 -0.8817
N -1.4544 0.4304 1.0409
O -5.3286 -0.5647 -1.0739
O -2.2411 -0.3848 -0.9883
S -4.2176 -1.2692 -1.5803
Cl -3.8828 -0.4615 -3.3297
H 1.4445 0.6096 -2.0261
H 0.5272 -1.7281 -2.7556
H 1.6750 -1.7496 -1.3456
H -0.1654 -1.7970 -1.2851
H 0.4856 0.9338 1.1580
H -0.4901 0.8892 2.8101
H -0.6981 2.2042 1.5258
H -2.4036 0.2764 1.5323
*
```

Results
HOMO-LUMO gap (alpha / beta): 7.36 / 5.35 eV
total energy: -1275.15708 a.u.

***

# 11
The following is a DFT calculation (the ωB97M-V functional and the def2-TZVPD basis) of an isolated molecule of C4H8ClN2P at a distorted geometry.

ORCA input file:
```
! RIJCOSX wB97M-V def2-TZVPD def2/J DEFGRID3
* xyz 0 1
C 0.2883 -0.7593 0.5636
C 1.3686 -0.7338 -0.4750
C 0.2601 -1.7889 1.7024
C -1.7518 1.6720 -1.1372
N -0.7326 -0.0218 0.4064
N -0.5397 0.8864 -0.6928
P 1.0094 0.9200 -1.2539
Cl 1.9858 2.0705 0.1821
H 2.3669 -0.7768 -0.0923
H 1.0015 -1.4187 -1.1165
H -0.0170 -1.0403 2.4989
H 1.2150 -2.1713 1.7763
H -0.4977 -2.4589 1.3614
H -1.5592 1.8911 -2.2746
H -2.6583 1.0724 -0.8820
H -1.7395 2.6574 -0.5668
*
```

Results
HOMO-LUMO gap: 9.60 eV
total energy: -1068.24239 a.u.
SMILES: CC1=NN(C)P(Cl)C1
energy above the lowest of the compared OMol25 structures with the same formula, charge and spin: 0.1501 eV

***

# 12
The following is a DFT calculation (the ωB97M-V functional and the def2-TZVPD basis) of a cluster of 2 separate species, C4H8ClNO2 in total at a distorted geometry.

ORCA input file:
```
! RIJCOSX wB97M-V def2-TZVPD def2/J DEFGRID3
* xyz 0 1
C 1.5715 -0.2057 -1.5420
C -0.2038 0.9351 1.0426
C -0.5912 0.0829 -0.1934
C 0.5182 -0.7960 -0.6239
N 0.9553 -1.8397 -0.0102
O 2.6921 -0.7479 -1.5838
O -1.0661 0.9111 -1.1893
Cl -0.3409 -1.2135 -2.9609
H 1.3368 0.7976 -1.9740
H 0.7275 1.6243 0.8042
H -0.0413 0.2059 1.8456
H -1.0324 1.5610 1.1938
H -1.4070 -0.4968 0.2180
H 0.1363 -2.1168 0.5054
H 1.8973 -2.1957 -0.1017
H -1.0186 0.4348 -1.9910
*
```

Results
HOMO-LUMO gap: 8.99 eV
total energy: -822.59385 a.u.
energy above the lowest of the compared OMol25 structures with the same formula, charge and spin: 1.1855 eV